# 1
36
Properties=species:S:1:pos:R:3 method="wB97M-V/def2-TZVPD" gap_ev=10.39 relative_energy_kcal_mol=124.11 lumo_energy_ev=0.435
C 3.969 -1.480 -15.770
O 5.200 -1.138 -16.244
H 3.505 -0.570 -15.387
H 3.556 -1.871 -16.700
H 3.922 -2.252 -15.003
H 5.163 -0.567 -17.016
C 5.529 10.725 -21.566
O 5.331 11.374 -22.756
H 5.184 9.698 -21.688
H 6.581 10.855 -21.313
H 4.895 11.255 -20.856
H 6.049 11.992 -22.907
C 3.460 2.676 -20.829
O 4.706 2.091 -20.537
H 2.615 2.330 -20.234
H 3.501 3.759 -20.712
H 3.092 2.530 -21.845
H 5.328 2.316 -21.232
C 9.296 5.508 -22.520
O 8.621 4.495 -23.244
H 8.570 6.180 -22.060
H 9.852 5.192 -21.638
H 9.931 6.208 -23.063
H 8.648 4.845 -24.137
C -1.288 2.768 -26.338
O -1.833 1.477 -26.453
H -1.431 3.091 -25.307
H -0.201 2.832 -26.383
H -1.739 3.519 -26.987
H -1.982 1.167 -25.557
C -1.968 7.685 -20.962
O -1.005 7.309 -21.850
H -2.654 8.464 -21.292
H -2.713 6.893 -20.891
H -1.626 7.829 -19.937
H -0.756 8.112 -22.313


# 2
39
Properties=species:S:1:pos:R:3 method="wB97M-V/def2-TZVPD" multiplicity=2 gap_ev="2.19 / 9.55" relative_energy_kcal_mol=9.78 lumo_energy_ev="2.642 / 2.596" charge=-1 s2=0.750
O 0.345 0.065 0.177
H 0.087 -0.802 -0.144
H 0.152 0.118 1.116
H 1.262 0.241 -0.048
B 0.156 0.420 2.809
H 1.226 0.329 2.704
H -0.108 0.562 3.845
H -0.166 1.268 2.224
H -0.283 -0.497 2.451
C 3.544 0.572 -1.394
C 4.702 1.624 -1.584
O 5.906 1.274 -0.865
O 3.007 0.684 -0.075
H 3.971 -0.428 -1.477
H 2.761 0.673 -2.145
H 4.429 2.624 -1.245
H 5.055 1.630 -2.615
H 5.864 1.394 0.086
H 3.788 0.677 0.484
C -1.315 -2.227 -1.702
C -0.170 -3.219 -1.361
O 0.933 -2.538 -0.771
O -1.730 -1.641 -0.472
H -2.079 -2.880 -2.126
H -1.066 -1.496 -2.471
H 0.052 -3.796 -2.259
H -0.541 -3.983 -0.678
H 1.591 -3.224 -0.636
H -2.689 -1.690 -0.479
C -4.646 1.570 0.802
C -3.133 1.302 0.907
O -2.443 2.222 1.704
O -5.235 0.714 -0.165
H -4.879 2.617 0.608
H -5.048 1.325 1.785
H -2.668 1.247 -0.078
H -2.889 0.339 1.355
H -1.648 1.822 2.065
H -6.093 1.111 -0.332